Record 1
Here is a cluster of 3 separate species, C5H16NO2 in total in a non-equilibrium geometry from the Open Molecules 2025 dataset. Energies are from ωB97M-V/def2-TZVPD.

Last column: Löwdin charge in e.
Positions of all 24 atoms, in Å:
C1 -0.256464 2.417909 -1.556972  -0.11
C2 1.100706 1.720820 -1.239971  -0.24
C3 1.300135 0.320198 -1.800990  -0.18
C4 0.189507 -0.510306 -1.328469  -0.09
C5 0.268869 -1.722427 -0.767168  -0.07
N1 -0.840668 -2.465486 -0.088883  0.19
H1 -1.149684 2.098683 -1.005699  0.06
H2 -0.177002 3.467907 -1.205942  0.08
H3 -0.538857 2.458458 -2.634346  0.09
H4 1.797612 2.368197 -1.792736  0.11
H5 1.381129 1.895263 -0.220127  0.09
H6 1.092936 0.388994 -2.885728  0.14
H7 2.263594 -0.152426 -1.665716  0.13
H8 -0.861314 -0.225075 -1.484170  0.13
H9 1.180761 -2.286724 -0.710412  0.12
H10 -1.074169 -3.243944 -0.689019  0.17
H11 -0.590808 -2.560931 0.893939  0.13
H12 -1.595357 -1.781577 0.024329  0.14
H13 -1.142162 -0.350660 2.589226  0.06
H14 -2.139279 -1.307865 2.889726  0.06
O1 -1.380510 -1.283029 2.293821  -0.07
H15 -0.134912 1.876184 3.618825  0.06
H16 0.647870 1.763315 2.331945  0.04
O2 0.269672 1.226353 3.034478  -0.04

Forces on atoms 1 to 6 (eV/Å):
C -0.301 0.677 0.323
C 0.075 1.776 -1.704
C -1.332 0.131 -0.965
C -1.856 -2.648 1.037
C 1.094 0.466 0.017
N 0.434 2.647 -1.200

Output
- HOMO-LUMO gap: 0.4092 hartree
- Energy above the lowest of the compared OMol25 structures with the same formula, charge and spin: 35.3 kcal per mole
- Total charge: +1
- HOMO level: -14.121 eV

***

Record 2
Here is a cluster of 2 separate species, C5H16NO2 in total in a non-equilibrium geometry from the Open Molecules 2025 dataset. Energies are from ωB97M-V/def2-TZVPD.

Last column: Löwdin charge in e.
Positions of all 24 atoms, in Å:
C1 -1.556498 -1.224868 0.851680  -0.09
O1 -2.744931 -0.961335 0.148033  0.24
C2 -0.439119 -0.427330 0.292954  -0.28
C3 -0.750560 0.913519 -0.365956  -0.16
C4 0.229112 2.015264 -0.809399  -0.17
C5 1.420106 1.333121 -1.639777  -0.06
N1 0.518444 -0.095655 1.366864  0.20
H1 -1.481048 -2.492917 0.756052  0.30
H2 -1.836491 -1.173821 1.964803  0.21
H3 -3.507665 -1.335109 0.652406  0.20
H4 0.212958 -1.231775 -0.354883  0.22
H5 -1.250592 0.646937 -1.254182  0.11
H6 -1.470137 1.648678 0.028016  0.16
H7 -0.227410 2.804260 -1.392684  0.13
H8 0.751917 2.459987 -0.004487  0.09
H9 1.560447 1.828361 -2.583323  0.07
H10 2.320162 1.494665 -1.000887  0.09
H11 1.213600 0.366827 -2.084602  0.07
H12 0.438587 -0.700045 2.200773  0.18
H13 0.256977 0.844828 1.770742  0.21
H14 1.515300 -0.274383 1.081079  0.14
H15 3.401561 -0.720579 -0.168519  0.09
H16 2.282248 -1.810525 -0.530497  0.02
O2 2.607726 -1.196447 0.044094  0.03

Forces on atoms 1 to 6 (eV/Å):
C -3.011 -1.663 0.056
O 1.031 -0.359 0.965
C 3.196 -0.667 -0.850
C -1.483 1.363 -1.548
C 2.721 -2.863 -1.372
C -0.345 1.578 0.398

Output
- Spin multiplicity: 2
- Expectation value of S²: 0.7554
- HOMO-LUMO gap (spin up / spin down): 0.3999 / 0.1590 hartree
- Energy above the lowest of the compared OMol25 structures with the same formula, charge and spin: 91.1 kcal per mole
- Total charge: +2
- HOMO level (spin up / spin down): -18.467 / -18.309 eV

***

Record 3
Here is a cluster of 5 separate species, C5H16NO6 in total in a non-equilibrium geometry from the Open Molecules 2025 dataset. Energies are from ωB97M-V/def2-TZVPD.

Last column: Löwdin charge in e.
Positions of all 28 atoms, in Å:
O1 0.867016 -0.783229 -3.073811  -0.01
C1 0.838289 -0.388412 -1.897712  -0.67
O2 1.811718 0.063527 -1.223954  -0.10
C2 -0.511448 -0.272742 -1.175460  -0.14
C3 -0.971737 -1.708609 -0.802456  -0.19
C4 -2.486047 -1.681476 -0.624518  -0.26
C5 -2.553641 -0.313622 1.319976  -0.10
N1 -3.123622 -0.706421 0.287060  -0.03
H1 -1.248389 0.343743 -1.720547  0.12
H2 -0.400979 0.517051 -0.394807  0.11
H3 -0.733082 -2.447291 -1.646689  0.13
H4 -0.238207 -2.071654 0.014257  0.13
H5 -2.893273 -1.265839 -1.578289  0.11
H6 -2.860045 -2.699107 -0.507681  0.10
H7 -2.970460 0.448979 2.023414  0.07
H8 -1.597278 -0.602423 1.774870  0.08
H9 2.252443 -1.815727 0.976542  0.03
H10 2.549864 -0.381425 1.389454  -0.03
O3 2.758240 -1.288377 1.622236  -0.09
H11 1.841363 0.722541 0.043119  -0.03
H12 2.090958 2.029198 0.979271  0.00
O4 1.715909 1.180305 0.944247  -0.10
H13 2.327901 2.417583 -1.201038  -0.03
H14 2.032195 1.331519 -2.273872  0.02
O5 2.354753 2.268119 -2.123807  -0.09
H15 -0.030081 1.619003 2.982419  0.04
H16 -0.155805 3.137902 3.045246  0.03
O6 -0.666560 2.346878 2.842518  -0.08

Forces on atoms 1 to 6 (eV/Å):
O 0.201 -0.121 0.698
C -1.339 0.668 -0.797
O 0.934 -1.506 -0.226
C 0.206 0.796 0.042
C 1.364 0.270 0.058
C -0.237 0.631 -0.658

Output
- HOMO-LUMO gap: 0.3104 hartree
- Energy above the lowest of the compared OMol25 structures with the same formula, charge and spin: 42.0 kcal per mole
- Total charge: -1
- HOMO level: -5.490 eV

***

Record 4
Here is a structure of composition C5H16NOPt in a non-equilibrium geometry from the Open Molecules 2025 dataset. Energies are from ωB97M-V/def2-TZVPD.

Last column: Löwdin charge in e.
Positions of all 24 atoms, in Å:
C1 -0.154756 0.374722 -3.701142  -0.16
Pt1 -0.156000 -1.006223 -1.248815  0.03
N1 -0.716268 -2.125481 0.492618  -0.12
H1 0.265671 -2.261605 -2.071540  -0.17
H2 0.068553 -2.264373 1.145316  -0.01
H3 -0.693722 -0.436988 -3.181622  -0.10
H4 0.214805 -0.067161 -4.640388  0.02
H5 0.674316 0.799184 -3.132440  -0.01
H6 -0.782932 1.233370 -3.918482  0.00
H7 -1.489262 -1.765716 1.080183  -0.01
H8 -0.994771 -3.063775 0.204239  0.00
C2 -0.179305 1.532273 2.075781  -0.18
C3 0.778266 0.342971 2.292963  -0.22
C4 1.384129 0.187236 0.920202  -0.18
O1 0.257404 0.527391 -0.024757  -0.43
C5 -0.821779 1.217273 0.735083  -0.19
H9 -0.894444 1.692532 2.872909  0.09
H10 0.429694 2.435885 2.004793  0.11
H11 0.217913 -0.554624 2.551139  0.05
H12 1.492256 0.477010 3.097244  0.10
H13 2.201612 0.880442 0.764164  0.11
H14 1.763738 -0.792676 0.670563  0.08
H15 -1.698824 0.574444 0.864072  0.08
H16 -1.166296 2.063889 0.147919  0.11

Forces on atoms 1 to 6 (eV/Å):
C 0.334 0.430 -0.865
Pt 0.888 -2.169 -1.529
N -0.531 -0.613 1.285
H -0.514 -0.817 -0.852
H -0.215 -0.102 -0.167
H 0.012 0.349 0.016

Output
- Spin multiplicity: 3
- Expectation value of S²: 2.0039
- HOMO-LUMO gap (spin up / spin down): 0.0959 / 0.2638 hartree
- Total charge: -1
- HOMO level (spin up / spin down): 0.459 / -3.937 eV

***

Record 5
Here is a cluster of 3 separate species, C5H16O2S in total in a non-equilibrium geometry from the Open Molecules 2025 dataset. Energies are from ωB97M-V/def2-TZVPD.

Last column: Löwdin charge in e.
Positions of all 24 atoms, in Å:
C1 -1.742115 2.221203 1.215832  -0.10
C2 -1.179610 1.181660 0.241113  -0.27
C3 -0.191234 0.242304 0.905568  -0.30
C4 1.235460 0.793796 0.962275  -0.49
S1 2.076496 1.038123 -0.648547  0.79
C5 1.812320 -0.522478 -1.517918  -0.41
H1 -2.081641 1.776992 2.145173  0.07
H2 -1.041701 3.021230 1.474402  0.07
H3 -2.567672 2.732485 0.706021  0.07
H4 -0.647246 1.671852 -0.578265  0.09
H5 -1.994618 0.735983 -0.327013  0.10
H6 -0.101602 -0.760030 0.464341  0.06
H7 -0.493237 -0.002712 1.932080  0.11
H8 1.243548 1.829221 1.320781  0.06
H9 1.854937 0.169526 1.593224  0.07
H10 2.624512 -1.242011 -1.353137  0.03
H11 1.906080 -0.409936 -2.581608  0.03
H12 0.874481 -0.943643 -1.200442  -0.01
O1 -1.257042 -2.125171 -1.788520  -0.06
H13 -2.188680 -1.880137 -1.856724  0.04
H14 -1.298613 -2.811839 -1.100931  0.02
O2 -1.924103 -2.909457 1.151088  -0.06
H15 -0.977665 -2.936745 1.341683  0.04
H16 -2.141824 -1.965701 1.126552  0.03

Forces on atoms 1 to 6 (eV/Å):
C -0.072 0.503 -0.742
C 0.278 0.482 -0.323
C 0.428 -0.839 0.213
C -0.055 0.357 -0.556
S -0.132 0.064 -0.149
C 1.122 -0.534 0.594

Output
- HOMO-LUMO gap: 0.3259 hartree
- SMILES: CCCCSC.O.O
- Energy above the lowest of the compared OMol25 structures with the same formula, charge and spin: 14.2 kcal per mole
- HOMO level: -8.368 eV

***

Record 6
Here is a cluster of 3 separate species, C5H16O2S in total in a non-equilibrium geometry from the Open Molecules 2025 dataset. Energies are from ωB97M-V/def2-TZVPD.

Last column: Löwdin charge in e.
Positions of all 24 atoms, in Å:
C1 -1.471065 2.964249 0.648579  -0.11
C2 -1.229712 1.484367 0.239467  -0.28
C3 -0.200841 1.028717 1.239620  -0.30
C4 1.206024 1.458471 0.743977  -0.42
S1 1.849937 0.569211 -0.860039  0.75
C5 1.821595 -1.171860 -0.386884  -0.47
H1 -0.846092 3.745843 0.191522  0.08
H2 -2.435660 3.169204 0.378797  0.03
H3 -1.271157 3.051671 1.702264  0.06
H4 -1.065919 1.390423 -0.845830  0.10
H5 -2.245470 1.060342 0.394930  0.11
H6 -0.114130 -0.085722 1.460222  0.10
H7 -0.605249 1.463137 2.216882  0.12
H8 1.280889 2.507224 0.339166  0.07
H9 1.925354 1.206423 1.523722  0.06
H10 2.701329 -1.622959 0.041655  0.02
H11 1.397177 -1.689746 -1.358932  0.04
H12 1.010714 -1.298409 0.436378  0.05
O1 -1.366201 -2.530240 -1.868939  -0.05
H13 -1.921871 -1.735891 -1.786769  0.05
H14 -1.214601 -2.815594 -1.001328  -0.02
O2 0.903416 -3.791585 -0.911685  -0.02
H15 1.106056 -3.602133 -1.740086  -0.05
H16 0.785477 -4.755140 -0.796694  0.08

Forces on atoms 1 to 6 (eV/Å):
C 2.223 -0.162 -0.771
C -1.674 1.010 0.242
C 0.535 -1.637 0.042
C 0.301 -0.207 -0.862
S -0.520 0.619 1.656
C -3.215 -0.641 -0.560

Output
- HOMO-LUMO gap: 0.3302 hartree
- SMILES: CCCCSC.O.O
- Energy above the lowest of the compared OMol25 structures with the same formula, charge and spin: 49.4 kcal per mole
- HOMO level: -8.323 eV

***

Record 7
Here is a cluster of 3 separate species, C5H16O5 in total in a non-equilibrium geometry from the Open Molecules 2025 dataset. Energies are from ωB97M-V/def2-TZVPD.

Last column: Löwdin charge in e.
Positions of all 26 atoms, in Å:
O1 0.352659 -1.797075 0.658654  -0.08
C1 1.367679 -1.504415 -0.315166  -0.22
C2 2.619139 -0.866215 0.357324  -0.23
O2 3.325969 -1.660665 1.317584  -0.06
H1 -0.452571 -1.984375 0.170684  0.04
H2 1.761919 -2.411605 -0.773076  0.11
H3 0.906749 -1.045205 -1.189686  0.11
H4 2.340089 0.016365 0.932894  0.09
H5 3.346199 -0.475915 -0.354816  0.12
H6 2.624179 -2.114665 1.789794  0.08
O3 0.406259 3.419135 1.687424  -0.07
C3 0.719849 2.662935 0.530374  -0.25
C4 -0.366491 1.749635 0.129824  -0.24
O4 -1.654961 2.403095 0.129194  -0.08
H7 -0.368211 3.982145 1.618064  0.08
H8 0.992839 3.376625 -0.246946  0.12
H9 1.574589 2.091325 0.891974  0.11
H10 -0.433621 0.812625 0.682644  0.11
H11 -0.286571 1.528225 -0.934456  0.12
H12 -2.015821 2.375005 1.018344  0.08
C5 -2.875411 -1.403855 -1.436516  -0.18
O5 -2.316201 -2.450675 -0.778476  -0.11
H13 -2.084061 -0.654285 -1.436026  0.08
H14 -3.242221 -1.821095 -2.374316  0.09
H15 -3.724641 -0.891025 -0.984956  0.08
H16 -2.517331 -3.336055 -1.090336  0.10

Forces on atoms 1 to 6 (eV/Å):
O 0.942 0.384 -0.172
C 0.876 -0.986 0.385
C -0.637 1.298 0.446
O -0.632 -0.523 -1.027
H -0.435 -0.270 -0.010
H -0.046 -0.664 0.220

Output
- HOMO-LUMO gap: 0.3898 hartree
- SMILES: OCCO.OCCO.CO
- Energy above the lowest of the compared OMol25 structures with the same formula, charge and spin: 60.7 kcal per mole
- HOMO level: -10.072 eV

***

Record 8
Here is a structure of composition C5H17FN2Ta in a non-equilibrium geometry from the Open Molecules 2025 dataset. Energies are from ωB97M-V/def2-TZVPD.

Last column: Löwdin charge in e.
Positions of all 26 atoms, in Å:
C1 -1.666671 -0.410941 -2.606455  -0.12
C2 -1.986132 -0.395984 -1.094539  -0.42
N1 -1.127324 0.545194 -0.372775  -0.26
Ta1 -0.645651 0.029396 1.658350  1.25
N2 0.176135 -1.904653 1.222400  -0.27
C3 1.456201 1.023276 1.481043  -0.37
C4 1.965601 1.218662 0.095779  -0.51
C5 2.228428 -0.024683 -0.682228  -0.10
F1 3.241361 1.899038 0.148079  -0.12
H1 -2.556601 -0.512603 -3.215069  0.05
H2 -0.932086 -1.162360 -2.859741  0.05
H3 -1.228819 0.547865 -2.844287  0.05
H4 -3.039161 -0.157859 -0.983834  0.08
H5 -1.856937 -1.408386 -0.726699  0.05
H6 -1.615745 1.435577 -0.330167  0.00
H7 -2.345224 -0.654002 2.000611  -0.20
H8 -1.311614 1.701846 2.151454  -0.19
H9 -0.356479 -0.222288 3.484794  -0.19
H10 0.127427 -2.462545 2.073360  -0.06
H11 -0.332468 -2.436882 0.520459  -0.06
H12 1.382698 1.999222 1.955600  0.01
H13 2.183111 0.460124 2.054039  0.03
H14 1.313526 1.895906 -0.439814  0.10
H15 1.320345 -0.532496 -0.963504  0.04
H16 2.853198 -0.716923 -0.133172  0.07
H17 2.752878 0.246499 -1.593684  0.07

Forces on atoms 1 to 6 (eV/Å):
C 0.012 0.413 0.475
C 0.398 0.100 -0.939
N -0.757 -0.579 1.965
Ta 1.802 -1.036 -2.399
N -1.261 0.986 0.581
C -0.770 0.280 0.487

Output
- HOMO-LUMO gap: 0.2954 hartree
- Total charge: -1
- HOMO level: -4.509 eV

***

Record 9
Here is a cluster of 2 separate species, C5H17N2O in total in a non-equilibrium geometry from the Open Molecules 2025 dataset. Energies are from ωB97M-V/def2-TZVPD.

Last column: Löwdin charge in e.
Positions of all 25 atoms, in Å:
N1 -1.369843 2.582135 0.026486  0.01
C1 -0.113914 2.341512 -0.799877  -0.24
C2 -0.049878 0.812836 -1.104492  -0.24
N2 -0.299878 -0.081091 0.025396  -0.06
C3 0.338231 -0.532031 2.270020  -0.07
C4 0.914584 -0.401073 0.842667  -0.43
C5 1.461970 -1.730209 0.475887  -0.10
H1 -2.253419 2.576631 -0.476943  0.00
H2 -1.325469 1.658556 0.662286  0.10
H3 -1.436055 3.339863 0.680012  -0.02
H4 0.679728 2.726440 -0.190913  0.08
H5 -0.061726 2.831758 -1.774407  0.09
H6 0.925439 0.674498 -1.621337  0.12
H7 -0.783418 0.673140 -1.873431  0.09
H8 -0.851408 -0.821196 -0.313756  0.07
H9 1.099154 -1.053133 2.847093  0.07
H10 -0.617950 -1.052499 2.273867  0.08
H11 0.221421 0.424097 2.674996  0.03
H12 1.683104 0.347015 0.721863  0.14
H13 0.674407 -2.501792 0.349350  0.08
H14 2.092019 -1.761041 -0.473130  0.10
H15 2.127557 -2.025718 1.300310  0.08
H16 -1.626594 -3.204817 -2.708748  0.11
H17 -0.375868 -3.219972 -1.743566  0.02
O1 -1.052194 -2.603907 -2.069635  -0.12

Forces on atoms 1 to 6 (eV/Å):
N 1.257 -3.486 0.354
C -0.530 -0.559 -0.006
C 0.855 0.801 0.060
N 1.668 3.126 -0.671
C 1.552 -0.645 -0.716
C -3.180 -1.037 0.104

Output
- Spin multiplicity: 2
- Expectation value of S²: 0.7505
- HOMO-LUMO gap (spin up / spin down): 0.1237 / 0.3531 hartree
- Energy above the lowest of the compared OMol25 structures with the same formula, charge and spin: 43.8 kcal per mole
- HOMO level (spin up / spin down): -3.019 / -9.285 eV